88
Properties=species:S:1:pos:R:3:forces:R:3:mulliken_spin:R:1 method="wB97M-V/def2-TZVPD" multiplicity=4 lumo_ev="-5.4 / -5.3" gap_ha="0.1503 / 0.1541" homo_ev="-9.46 / -9.46" charge=+1
H -1.663 -1.537 6.404 0.3555 0.1375 -0.0410 0.000
O 2.777 2.718 5.275 0.1110 -0.3960 -0.2476 0.000
C -2.866 -0.558 -0.559 0.3605 0.8439 0.2743 0.009
C 2.295 -0.287 -3.076 0.5103 -0.5074 0.0111 0.002
C -0.191 -1.010 4.916 0.1349 -0.0590 -0.3313 0.000
C 1.626 0.057 3.357 2.0631 1.6941 -0.1169 0.000
H 0.538 -5.377 -1.439 -0.1829 0.0477 0.1615 0.000
H 0.860 1.930 -4.291 -0.1001 -0.2200 0.4747 0.000
C -0.872 0.600 -4.223 -0.5381 0.4321 -0.0766 -0.002
H -0.911 0.977 2.876 -0.1022 0.0886 -0.0242 -0.001
H 1.935 -2.226 -3.991 -0.3839 0.3853 0.1661 -0.001
H 1.252 -0.887 -4.882 -0.3290 -0.0966 0.3749 0.000
H -2.927 3.606 0.057 0.2574 -0.1846 -0.1234 0.000
C -2.319 -1.590 1.746 -0.0337 -0.4291 0.5048 -0.002
C 2.489 -3.492 -1.254 0.1182 0.2331 -0.1437 0.000
H -2.063 -1.085 -3.393 0.4386 0.2283 0.5688 -0.002
C 0.041 1.704 -3.583 -0.5075 0.1722 -0.1763 0.001
H -1.555 2.527 2.323 -0.0327 -0.1709 -0.0253 0.000
H 1.895 2.952 2.944 -0.0861 0.2387 -0.2200 0.000
H 3.145 -0.853 -2.653 -0.4920 0.3087 -0.0461 0.000
H 1.790 4.484 -0.734 0.1609 -0.0086 0.0596 0.000
H -1.168 3.473 0.265 -0.2322 -0.0878 -0.1827 0.000
H -0.493 0.386 -5.237 0.0292 -0.2829 0.4098 0.000
C -3.469 -1.771 -1.178 -0.2166 -0.3708 -0.1304 0.001
H 2.047 -4.629 1.241 -0.2198 0.1226 -0.1172 0.000
C 1.585 0.411 5.689 -0.8561 -0.2456 0.7670 0.000
H 1.854 -2.943 1.827 -0.0789 -0.2214 -0.1341 0.000
H -3.589 -2.563 -0.428 -0.0917 0.1918 -0.2531 0.000
C -0.108 -0.279 7.242 0.2579 -0.0113 -0.5603 0.000
H -0.170 -2.602 -2.964 -0.0813 0.6449 0.3698 -0.001
C 1.622 0.492 -1.969 0.6244 3.2199 -1.9644 -0.017
C -3.522 1.229 -2.350 -0.3820 0.2091 -0.3679 -0.007
H -4.454 -1.520 -1.601 0.2653 -0.2777 0.0432 0.000
S 1.178 -0.363 1.755 -0.2826 -0.8922 0.1791 0.001
H -1.945 -2.533 1.321 -0.0889 0.1827 0.1294 0.000
C 0.595 1.408 -2.203 3.8433 1.3682 -1.1599 0.008
H -3.344 -1.777 2.111 0.2776 0.0499 -0.1439 0.000
H 3.696 1.485 2.101 0.2320 0.2026 -0.8578 0.000
Er -0.489 -0.347 -1.209 -2.0174 -1.2325 8.5039 3.065
H -3.623 0.447 -3.112 -0.0963 0.1740 0.0691 0.001
O 4.215 0.715 5.587 -0.7254 0.3768 -0.4309 0.000
C -1.943 0.873 1.003 -0.3520 -0.2510 -0.8833 0.002
C 0.033 -1.547 -3.212 -1.4263 -0.0699 -3.6338 -0.010
C -0.096 -4.620 -0.964 -0.1684 0.1087 -0.2381 -0.001
H -0.554 2.636 -3.521 0.3147 -0.5138 0.0673 -0.001
H 2.859 -4.500 -1.028 -0.0740 0.2264 -0.0725 0.000
C -0.739 -0.989 6.203 0.3699 0.1561 0.2465 0.000
C 1.388 -1.276 -3.861 0.3108 -0.0006 0.1720 -0.003
H 2.761 0.424 -3.791 -0.3587 -0.1597 0.3959 0.000
C 1.370 -3.767 1.288 -0.0037 0.2934 0.3517 0.000
H -1.872 1.027 -4.399 0.4313 -0.2116 0.2153 0.001
H 2.932 3.389 -1.529 0.0963 0.0850 0.1177 0.000
H 3.900 0.836 0.465 0.1647 0.0314 -0.0029 0.000
C 1.541 3.403 2.011 0.0135 0.2619 0.2035 0.000
H -3.049 2.108 -2.814 -0.1750 -0.2664 0.1279 -0.001
P 0.905 -3.196 -0.384 0.0740 -0.0124 0.2245 -0.004
C -1.748 1.451 2.356 0.4838 0.1346 0.4407 0.000
H 0.468 -4.042 1.845 0.1339 0.0726 -0.0749 0.000
P 2.126 2.457 0.570 -0.8549 -0.2542 -0.4253 0.000
H -0.526 -0.284 8.247 0.0368 0.0080 -0.2605 0.000
H -0.634 -1.623 4.124 0.0890 0.3284 0.3914 0.000
C -2.773 0.750 -1.154 0.3806 -0.4128 0.3392 -0.018
H -0.634 -5.059 -0.116 0.0800 0.0600 -0.2352 0.000
H 0.431 2.212 -1.452 -0.0230 -1.0036 0.0700 -0.008
C 3.735 1.758 1.030 0.3100 0.1862 0.1236 0.000
H 0.444 3.399 2.022 0.2827 0.1030 0.0296 0.000
H 1.612 0.965 7.768 -0.1538 -0.0738 -0.0765 0.000
H 3.468 4.334 -0.101 -0.0954 0.2187 -0.3162 0.000
C 2.629 3.800 -0.559 0.1650 0.2548 0.0034 0.000
S 2.988 1.304 5.104 -0.2195 -0.8282 -0.1367 0.000
C -2.300 -0.482 0.755 -0.4052 0.3514 -0.9260 -0.027
C 0.957 -0.268 4.629 -0.4973 0.1135 1.4630 0.001
H 3.223 -2.753 -0.919 -0.0309 -0.1398 0.0164 0.000
H 4.525 2.484 0.820 0.1218 -0.1487 0.0634 0.000
C -1.038 -0.687 -3.439 1.1356 -2.0318 -3.1985 0.016
H -0.832 -4.263 -1.693 -0.0059 -0.3002 0.0383 0.000
C 1.084 0.424 6.988 -0.2788 -0.4700 -0.4633 0.000
H -2.644 1.298 2.980 0.1629 -0.0160 -0.3073 -0.001
H 2.217 0.568 -1.044 -0.8975 -0.1134 0.2578 -0.001
H -2.852 -2.200 -1.994 -0.3339 -0.0396 0.2183 0.000
N 2.677 0.862 3.530 -0.7188 -0.9220 0.2294 0.000
H -1.697 -1.356 2.616 -0.1625 -0.0053 -0.3798 0.000
H -1.882 3.403 -1.358 -0.0345 0.0431 0.1440 0.000
H -4.544 1.533 -2.059 0.3544 -0.1085 -0.1464 0.000
C -2.023 3.095 -0.315 0.2144 0.4130 -0.0104 -0.001
H 2.373 -3.383 -2.336 0.0285 -0.1229 0.1303 0.000
H 1.902 4.435 1.934 -0.0920 -0.0862 0.2463 0.000
C -2.142 1.613 -0.201 -0.2755 -0.7463 0.2687 0.003

88
Properties=species:S:1:pos:R:3:forces:R:3:mulliken_spin:R:1 method="wB97M-V/def2-TZVPD" multiplicity=4 lumo_ev="-3.1 / -3.0" gap_ha="0.2991 / 0.3017" homo_ev="-11.21 / -11.18" charge=+1
C 0.072 -1.597 -4.493 -0.8537 -0.5499 -0.7354 0.000
H -1.946 -1.075 -4.213 0.4622 0.2485 0.1575 0.000
C -2.144 -1.661 2.105 -0.0105 -0.4665 0.7070 0.000
C -0.196 -3.647 -0.631 -0.5455 -1.0023 -1.2204 -0.002
C 0.532 1.275 -3.579 1.1986 -0.2998 0.4110 0.001
C 1.269 -0.680 3.264 1.5761 -0.1889 -0.0823 0.000
H -2.407 1.998 -2.618 -0.0318 -0.4391 0.0832 0.000
C 1.555 0.400 -3.426 -0.6438 1.1378 -0.0515 -0.001
C -1.923 -0.595 1.084 -2.1259 2.1132 -1.1280 -0.004
H -0.717 -4.007 0.277 0.5475 0.4232 -0.2872 0.000
C 2.236 -0.267 -4.582 0.8029 0.0855 -0.0264 0.001
H -2.623 1.287 3.217 0.1378 0.0218 -0.2572 0.000
H -3.069 -2.101 -1.914 0.3329 0.3706 0.3640 0.000
C 0.934 -0.767 4.732 -0.5717 0.1281 0.2867 0.000
H 2.616 3.936 0.200 -0.1323 -0.0850 -0.1980 0.000
H 0.758 1.856 -5.627 -0.1584 -0.1532 0.1777 0.000
C -0.964 -0.747 -4.576 -0.2770 -1.1669 -0.8732 -0.001
H -1.626 -1.450 3.054 -0.1774 0.0184 -0.6184 0.000
H 1.920 -2.326 -5.311 -0.1037 0.3501 0.3077 0.000
O 4.263 -2.150 4.140 0.3195 -0.6173 1.6137 0.000
H 0.749 -0.977 8.627 0.0511 0.0046 -0.1921 0.000
H 3.989 2.090 1.264 -0.0586 -0.1765 -0.1283 0.000
H -0.070 -2.606 -4.089 -0.0860 0.4593 0.3409 0.000
C -2.049 0.638 -0.966 -1.0236 -0.8960 3.0046 -0.004
H -2.873 -2.807 -0.312 0.0622 0.4705 -0.1155 0.000
H -1.120 3.628 0.725 -0.1992 -0.3406 -0.1976 0.000
H 2.605 -2.807 -1.998 0.0662 0.2646 -0.0649 0.000
H 3.200 -0.688 -4.240 -0.4471 0.1507 -0.0923 0.000
H -3.188 0.399 -2.802 0.3690 0.0757 0.1163 0.000
H 1.024 3.813 -0.575 0.2316 -0.3159 0.1055 0.000
H 0.526 3.265 2.131 0.2325 -0.2612 -0.1417 0.000
H 3.035 -3.532 -0.467 -0.1623 0.3071 -0.1002 0.000
H -0.633 2.556 -4.836 0.2093 -0.5116 0.0253 0.000
H 0.567 -3.173 2.031 0.1295 0.1777 -0.1931 0.000
H 3.351 -1.809 -0.715 -0.5774 -0.1567 0.0003 0.000
H 2.508 0.473 -5.346 -0.1478 -0.1102 0.1787 0.000
C 1.390 2.591 2.186 -0.0738 0.1923 0.7939 0.000
C -3.068 -1.857 -0.836 -0.4701 -0.7132 -0.4907 0.001
H 2.454 3.078 -1.338 -0.1624 -0.0790 0.1255 0.000
C -0.046 1.621 -4.915 0.1080 0.8194 -0.1772 0.000
O 0.446 -0.523 2.288 -0.1131 0.1368 -0.1928 -0.021
Er -0.016 0.013 -0.007 5.2154 -1.0589 -0.1832 3.065
P 1.736 1.772 0.594 1.3659 2.0508 1.0064 0.000
H -1.927 0.816 -5.743 0.2403 -0.0547 0.4967 0.000
C -0.918 0.469 -5.470 -0.3054 -0.1295 -0.4281 0.000
H -1.445 2.508 2.750 -0.1010 -0.2969 -0.2029 0.000
C 3.438 1.238 0.842 0.9782 -0.4270 0.1299 -0.002
H 1.243 1.917 3.041 0.0563 0.0688 -0.4783 0.000
C -2.197 -0.736 -0.360 -1.4716 2.8625 1.4470 -0.013
H 3.928 0.950 -0.098 -0.2078 0.1300 0.0561 0.000
C -0.309 -0.716 5.392 0.5467 -0.0550 0.0543 0.000
C 2.051 -0.963 6.895 -0.2281 0.0229 -0.3524 0.000
H -3.805 1.563 -1.663 0.3346 -0.1560 -0.0322 0.000
H 0.002 1.779 -2.767 0.4054 -0.3710 0.3702 0.000
C 1.369 -1.378 -5.215 0.0311 -0.3854 -0.4667 0.000
H -1.247 -0.610 4.854 0.2835 -0.0323 -0.0493 0.000
H -1.803 -2.666 1.793 -0.1293 0.4827 -0.0276 0.000
H -1.395 3.462 -1.011 -0.1160 -0.3359 0.3556 0.000
C -0.364 -0.798 6.788 0.3048 -0.0170 -0.1023 0.000
C 1.960 3.269 -0.378 0.3025 0.9136 -0.5965 -0.001
H 2.268 3.207 2.411 -0.0851 -0.0473 -0.0253 0.000
H 1.604 -4.220 1.056 -0.0954 0.2401 -0.1348 0.000
H -2.766 3.451 0.110 0.4083 -0.2419 -0.0738 0.000
C 2.096 -0.888 5.498 0.7993 -0.1281 1.6191 0.000
H -0.991 -3.435 -1.348 0.3610 0.1503 -0.1961 0.000
C 2.625 -2.617 -0.921 0.9374 -0.6675 -1.2568 -0.001
H 2.968 -1.051 7.473 -0.1574 0.0081 -0.1035 0.000
O 4.363 0.301 4.289 0.3629 0.4059 1.5981 0.000
H -4.120 -1.610 -0.598 0.3917 0.0413 -0.0475 0.000
H 3.531 0.393 1.551 -0.3242 0.4584 -0.3394 0.000
C -2.863 1.152 -2.074 -0.7276 0.5896 -1.3683 0.000
C 0.803 -0.920 7.543 0.2475 0.0305 -0.5742 0.000
N 2.543 -0.784 3.066 0.6784 0.0633 -0.0071 0.001
H -0.908 0.955 3.407 -0.3470 0.2591 -0.5057 0.000
H 2.278 -2.762 1.786 -0.2138 0.0773 -0.0684 0.000
C -1.644 1.429 2.733 0.3161 0.1332 1.0950 0.001
C 1.386 -3.172 1.303 0.3397 0.0355 1.3717 0.000
P 0.981 -2.314 -0.255 0.6407 -3.1486 1.4141 0.001
H -0.501 0.176 -6.445 0.0270 -0.0937 0.2956 0.000
H -1.331 -0.760 7.288 0.2317 -0.0122 -0.1216 0.000
C -1.726 3.092 -0.023 -0.0102 0.4755 -0.1104 0.000
C -1.671 1.593 0.115 -2.5051 -1.6490 0.6664 -0.006
H 0.406 -4.481 -1.015 -0.2840 -0.0488 0.0487 0.000
S 3.615 -0.909 4.415 -3.7883 0.3869 -4.3194 0.000
H -3.217 -1.754 2.347 0.2667 0.0543 -0.2336 0.000
H 1.957 0.046 -2.475 -0.3138 0.4777 0.3519 0.001
C -1.661 0.841 1.372 -2.2286 -0.5344 -1.4394 -0.015
H 1.164 -1.103 -6.260 -0.1166 0.0468 0.2328 0.000